Run a
DFT (ωB97M-V/def2-TZVPD) results for a 14-piece molecular cluster, C21H70N6O14 overall.

Geometry as ORCA input:
```
! RIJCOSX wB97M-V def2-TZVPD def2/J DEFGRID3
* xyz 0 1
C 5.3455 -1.1843 0.0684
C 4.4956 -1.5728 -1.1892
O 4.9150 -0.9259 -2.3905
H 5.6749 -0.1661 -0.0162
H 6.2905 -1.6394 0.2573
H 4.7348 -1.1031 1.0224
H 3.4558 -1.2398 -0.9958
H 4.3034 -2.6163 -1.4036
H 4.4448 -1.4977 -3.0397
C 3.5426 1.6285 2.7614
C 2.7195 1.1610 1.5457
O 1.9020 2.1995 1.2921
H 4.2654 0.8625 3.0255
H 2.8362 1.8263 3.5367
H 4.1182 2.5675 2.5307
H 2.0109 0.3050 1.8645
H 3.2378 0.7182 0.6460
H 1.1823 1.9871 0.7762
C -3.4000 -0.9123 2.1294
C -4.6773 -0.3060 2.8585
O -4.3334 1.0308 3.0421
H -3.4577 -0.6158 1.1243
H -3.6153 -1.9745 2.0729
H -2.4927 -0.7040 2.6104
H -4.9484 -0.8517 3.7750
H -5.5368 -0.4474 2.2089
H -5.0022 1.4354 3.6360
C -3.5299 3.2824 -0.4075
C -4.5898 3.4887 0.6647
O -5.2063 2.1826 0.7140
H -3.0329 4.0661 -0.8263
H -4.0327 2.7022 -1.1841
H -2.8075 2.6014 0.0093
H -5.2089 4.3496 0.3209
H -4.1922 3.7476 1.6276
H -4.6333 1.6066 1.1934
C -0.4795 -2.6821 5.0640
C -0.1129 -2.4966 3.6446
O -0.0860 -1.0980 3.4073
H -0.6565 -3.7174 5.2212
H -1.5269 -2.5328 5.2916
H 0.2216 -2.2128 5.7927
H -0.7653 -2.9484 2.8435
H 0.8763 -2.9068 3.4556
H 0.4057 -0.6765 4.1199
C 0.0052 4.8645 -0.2180
C -0.5170 5.3929 -1.6410
O -0.2496 4.3652 -2.5387
H 0.0887 5.7592 0.4946
H 1.0642 4.4389 -0.3105
H -0.5657 4.0256 0.0882
H 0.0176 6.3343 -1.8651
H -1.6140 5.6912 -1.7120
H -0.6954 4.5466 -3.4115
C -1.7505 -0.1365 -3.6758
C -2.4193 1.0537 -3.0418
O -3.4032 1.6173 -3.9222
H -1.1585 0.0648 -4.5533
H -2.3203 -0.9914 -3.9750
H -1.0178 -0.4099 -3.0080
H -1.7338 1.9358 -2.9707
H -2.6627 0.8460 -2.0120
H -4.0451 0.8709 -4.0895
C -1.8691 -3.1048 -1.6067
O -2.6927 -3.9308 -2.3197
N -2.0975 -2.3950 -0.5424
N -0.6617 -2.9340 -2.0053
H -3.0051 -2.3854 -0.0855
H -1.4399 -1.7561 -0.0967
H -0.5265 -3.4336 -2.8765
H 0.1079 -2.4427 -1.5515
C 2.6621 1.9465 -2.2073
O 1.8779 1.2915 -3.1403
N 3.8729 1.5060 -1.8931
N 2.4421 3.2050 -1.7944
H 4.1617 0.5141 -2.2014
H 4.3470 1.9485 -1.0974
H 1.5676 3.6399 -2.0915
H 3.0529 3.7565 -1.1069
C 0.3652 -0.0865 -0.4814
O 0.9989 -0.6736 -1.4890
N 0.0052 1.1346 -0.4287
N 0.0896 -0.8361 0.5243
H 0.1084 1.6969 -1.2676
H -0.6052 1.5025 0.3462
H 0.6719 -1.6523 0.3303
H -0.0829 -0.6389 1.5376
C -0.4182 -5.6029 -0.0051
O -0.5489 -4.4091 0.7251
H -1.0836 -6.3213 0.4630
H 0.5643 -6.0104 0.2335
H -0.6520 -5.6957 -1.0913
H -1.1906 -3.8235 0.2839
C -0.9727 2.0211 2.9291
O -1.4389 1.6164 1.6639
H -1.6469 2.5484 3.5094
H -0.1973 2.8538 2.8110
H -0.5049 1.1875 3.4842
H -2.1790 1.0746 1.9123
C 2.6059 -4.0210 0.9143
O 1.6588 -3.0023 0.5332
H 2.5399 -4.3828 1.9857
H 3.7265 -3.6581 0.8457
H 2.4831 -4.6863 0.0639
H 0.8152 -3.4084 0.7293
C 2.4194 -1.1875 -4.7844
O 1.7313 -1.7236 -3.7502
H 2.7546 -2.0409 -5.4386
H 3.3078 -0.6976 -4.4069
H 1.7090 -0.4871 -5.2770
H 1.4895 -1.0049 -3.1288
*
```

Computed properties:
HOMO-LUMO gap   8.48 eV


Run b
DFT (ωB97M-V/def2-TZVPD) results for a 14-piece molecular cluster, C21H70N6O14 overall.

Geometry as ORCA input:
```
! RIJCOSX wB97M-V def2-TZVPD def2/J DEFGRID3
* xyz 0 1
C 9.2580 11.2680 -1.7830
C 8.8180 11.8910 -0.4170
O 9.8260 11.5880 0.5230
H 8.8520 11.6680 -2.6870
H 9.0200 10.2440 -1.7580
H 10.3240 11.3020 -1.8920
H 7.8490 11.5460 -0.1120
H 8.8080 12.9600 -0.4330
H 9.5620 11.9940 1.3480
C 8.2980 18.4630 -7.6790
C 9.0330 17.9300 -6.4200
O 9.4150 16.6840 -6.8310
H 7.6850 17.6940 -8.1830
H 9.0890 18.8410 -8.3570
H 7.6780 19.3370 -7.4510
H 8.4310 17.8770 -5.4770
H 9.8270 18.6510 -6.1900
H 9.5480 16.0820 -6.0730
C 6.2750 14.2110 -3.0050
C 6.6510 14.3640 -1.5880
O 6.1120 13.3040 -0.8810
H 6.8050 14.9390 -3.5720
H 5.2320 14.2790 -3.1040
H 6.5650 13.2970 -3.4990
H 6.3790 15.2500 -1.1000
H 7.7140 14.3740 -1.4650
H 5.8900 13.6540 0.0450
C 9.1590 17.3180 -1.0440
C 8.0080 17.9050 -1.8600
O 8.0920 17.3200 -3.1190
H 8.9330 16.3070 -0.8410
H 9.3520 17.8350 -0.0870
H 10.1450 17.3970 -1.6430
H 8.1370 18.9620 -1.8820
H 6.9810 17.6720 -1.3990
H 7.4820 17.8420 -3.6500
C 13.2020 10.3140 -5.0340
C 12.7890 8.9820 -5.6010
O 13.9220 8.1760 -6.0890
H 13.9350 10.2650 -4.2710
H 12.2340 10.6700 -4.5980
H 13.4030 10.9640 -5.8500
H 12.0570 9.0290 -6.4520
H 12.2990 8.3580 -4.7820
H 14.5700 8.8520 -6.2250
C 11.6550 12.4320 -7.1950
C 10.6990 13.4280 -7.8680
O 9.4510 12.8420 -7.6100
H 12.6860 12.6300 -7.5060
H 11.4720 11.3520 -7.3690
H 11.5400 12.5060 -6.1060
H 10.9850 13.5680 -8.9080
H 10.7500 14.4030 -7.4500
H 8.7920 13.3430 -8.1060
C 9.0410 8.9540 -4.8410
C 9.1980 10.3480 -5.3520
O 9.2680 10.3040 -6.7350
H 9.9040 8.2780 -4.8800
H 8.1850 8.4880 -5.2810
H 8.9540 8.9930 -3.7600
H 10.1120 10.8220 -5.0260
H 8.3690 10.9810 -5.0690
H 9.4550 11.1970 -7.0350
C 9.8870 14.1440 -4.0810
O 10.6920 13.0510 -3.9100
N 9.7390 15.0410 -3.1850
N 9.3000 14.3680 -5.1830
H 10.3660 15.0440 -2.3530
H 9.0620 15.8470 -3.2520
H 9.6170 13.6440 -5.8570
H 8.3130 14.5510 -5.3060
C 13.2360 11.1720 -1.3350
O 14.2400 10.2370 -1.6910
N 12.7960 12.1020 -2.1470
N 12.7040 11.1870 -0.1700
H 13.2760 12.1370 -3.0420
H 12.0990 12.8330 -1.9880
H 12.9380 10.4340 0.4200
H 11.8360 11.7720 0.0190
C 5.7580 16.1100 -5.8700
O 5.9330 17.4860 -5.6260
N 4.6350 15.4740 -5.5220
N 6.6720 15.4210 -6.4920
H 3.9720 15.9630 -4.8290
H 4.5020 14.4730 -5.5360
H 7.4500 15.9890 -6.7760
H 6.7130 14.4730 -6.7020
C 13.3700 14.3920 -4.5340
O 14.3900 13.4570 -4.3700
H 12.8370 14.5520 -3.5540
H 12.7040 14.0680 -5.3600
H 13.7800 15.3540 -4.7400
H 14.9980 13.6330 -5.1070
C 11.7270 17.3920 -3.9430
O 11.9970 18.4650 -4.8790
H 11.7350 16.4310 -4.4110
H 10.6880 17.6010 -3.6480
H 12.3910 17.3590 -3.0700
H 12.8560 18.2880 -5.2180
C 6.3720 11.9490 -7.5060
O 6.7390 12.5720 -6.3330
H 5.5770 12.4020 -8.0260
H 6.0640 10.8420 -7.4080
H 7.2290 11.9410 -8.1340
H 6.2460 12.1160 -5.6380
C 12.3780 15.2160 -0.6500
O 11.1880 14.4450 -0.9470
H 12.8750 14.8590 0.2560
H 12.0840 16.2700 -0.6630
H 13.0010 15.0130 -1.5480
H 10.7630 14.4050 -0.1000
*
```

Computed properties:
HOMO-LUMO gap   7.88 eV


Among the structures above, stability is greatest for run b.